# 1
The following is a DFT calculation (ωB97M-V/def2-TZVPD) of a cluster of 2 separate species, C2H11N2 in total at a distorted geometry.

Geometry as XYZ:
```
15
Properties=species:S:1:pos:R:3:forces:R:3
N 0.0979 1.5418 1.5714 -0.3 0.2 0.7
H -0.6125 2.2571 1.4397 0.0 0.1 -0.4
H 0.4267 0.3048 0.3620 0.1 -0.2 0.3
H -0.2839 1.0497 2.3796 0.1 -0.2 0.0
H 0.8830 2.0567 1.9700 0.1 -0.1 -0.2
C 0.1308 0.1336 -1.6195 0.2 -0.4 -1.9
N 0.4901 -0.5027 -0.3287 -0.5 0.8 0.1
C -0.5005 -1.5573 0.0845 0.3 0.1 0.0
H -0.5822 0.9471 -1.5640 0.0 0.1 0.7
H -0.2824 -0.5801 -2.3448 0.0 -0.2 0.6
H 1.0201 0.4794 -2.1461 0.1 0.3 0.5
H 1.4719 -0.7697 -0.3550 -0.2 -0.5 0.0
H -1.3501 -1.0230 0.4958 -0.2 0.0 -0.2
H -0.7634 -2.1093 -0.8128 -0.1 -0.1 0.2
H -0.1455 -2.2283 0.8679 0.4 0.2 -0.2
```
Positions in Å, forces in eV/Å.

Output
gap between HOMO and LUMO	12.76	eV
charge	+1
LUMO	-3.060	eV

***

# 2
The following is a DFT calculation (ωB97M-V/def2-TZVPD) of the molecule C19H31N5O3.

Geometry as XYZ:
```
58
Properties=species:S:1:pos:R:3:forces:R:3
C 1.0992 3.0919 3.1027 0.0 0.0 0.0
C -0.3560 2.6765 3.2680 0.0 0.0 0.0
C -0.6440 2.1978 4.6898 0.0 0.0 0.0
C -2.0654 1.6785 4.8181 0.0 0.0 0.0
O -2.3153 0.6328 3.8920 0.0 0.0 0.0
C -2.1616 1.0783 2.5629 0.0 0.0 0.0
C -0.7322 1.5607 2.2897 0.0 0.0 0.0
C -0.6706 2.0484 0.8481 0.0 0.0 0.0
O -1.0227 3.1865 0.5741 0.0 0.0 0.0
N -0.2726 1.1642 -0.1091 0.0 0.0 0.0
C -0.2004 1.5989 -1.4928 0.0 0.0 0.0
C 0.1925 -0.1857 0.1636 0.0 0.0 -0.1
C 1.6895 -0.2597 0.4534 0.0 0.0 0.1
C 2.1617 -1.6994 0.6950 -0.1 0.0 0.0
C 2.9927 -1.8380 1.9765 0.1 0.0 -0.1
C 3.4012 -3.2798 2.1951 -0.1 0.0 0.0
O 2.7005 -4.0257 2.8597 0.0 0.0 0.0
N 4.5526 -3.7286 1.6034 0.1 0.0 0.0
C 4.8032 -5.1659 1.6404 0.0 0.0 0.0
C 4.1083 -5.8767 0.4670 0.0 0.0 0.0
C 4.3787 -5.0554 -0.7470 0.0 0.0 0.0
C 4.8927 -3.7889 -0.7531 0.0 0.0 0.0
N 4.9941 -3.3576 -2.0310 0.0 0.0 0.0
N 4.5599 -4.2952 -2.8156 0.0 0.0 0.0
N 4.1828 -5.3300 -2.0523 0.0 0.0 0.0
C 3.6828 -6.5412 -2.6661 0.0 0.0 0.0
C 5.2240 -3.0434 0.5010 0.0 0.0 0.0
H 1.7644 2.2445 3.2958 0.0 0.0 0.0
H 1.2919 3.4608 2.0944 0.0 0.0 0.0
H 1.3617 3.8844 3.8056 0.0 0.0 0.0
H -0.9975 3.5336 3.0437 0.0 0.0 0.0
H 0.0535 1.3962 4.9560 0.0 0.0 0.0
H -0.4873 3.0142 5.4002 0.0 0.0 0.0
H -2.2521 1.2605 5.8063 0.0 0.0 0.0
H -2.7812 2.4953 4.6470 0.0 0.0 0.0
H -2.4221 0.2362 1.9197 0.0 0.0 0.0
H -2.8577 1.9014 2.3506 0.0 0.0 0.0
H -0.0525 0.7231 2.4631 0.0 0.0 0.0
H -0.4965 2.6409 -1.5484 0.0 0.0 0.0
H 0.8174 1.4926 -1.8756 0.0 0.0 0.0
H -0.8687 0.9985 -2.1142 0.0 0.0 0.0
H -0.3689 -0.6212 0.9907 0.0 0.0 0.0
H -0.0420 -0.7943 -0.7137 0.0 0.0 0.0
H 2.2414 0.1983 -0.3700 0.0 0.0 0.0
H 1.8951 0.3539 1.3357 0.0 0.0 0.0
H 1.2957 -2.3612 0.7952 0.0 0.0 0.0
H 2.7226 -2.0665 -0.1678 0.0 0.0 0.0
H 3.8517 -1.1647 1.9543 0.0 0.0 0.0
H 2.3782 -1.5652 2.8339 0.0 0.0 0.0
H 5.8831 -5.3138 1.5710 0.0 0.0 0.0
H 4.4488 -5.5544 2.5896 0.0 0.0 0.0
H 4.4943 -6.8935 0.3661 0.0 0.0 0.0
H 3.0352 -5.9439 0.6640 0.0 0.0 0.0
H 3.0754 -7.0808 -1.9432 0.0 0.0 0.0
H 3.0725 -6.2716 -3.5233 0.0 0.0 0.0
H 4.5062 -7.1744 -2.9938 0.0 0.0 0.0
H 4.9042 -2.0087 0.4320 0.0 0.0 0.0
H 6.3018 -3.0380 0.6867 0.0 0.0 0.0
```
Positions in Å, forces in eV/Å.

Output
gap between HOMO and LUMO	9.79	eV
LUMO	0.592	eV
SMILES	C[C@@H]1CCOC[C@H]1C(=O)N(C)CCCCC(=O)N1CCc2c(nnn2C)C1

***

# 3
The following is a DFT calculation (ωB97M-V/def2-TZVPD) of the molecule C3H4O at a distorted geometry.

Geometry as XYZ:
```
8
Properties=species:S:1:pos:R:3:forces:R:3
O 2.2366 0.1075 -0.0171 0.7 0.4 0.1
C 1.0670 0.0706 0.0655 -4.1 0.3 -0.3
C -0.1823 -0.6851 0.0061 0.1 -2.4 -2.4
C -0.5062 0.7954 0.0138 2.9 -0.1 0.0
H -0.5133 -1.2108 -0.9415 1.0 0.2 1.0
H -0.4610 -1.3285 0.8532 0.0 0.7 -0.1
H -0.9766 0.8924 0.9717 -0.3 1.7 0.1
H -0.6641 1.3585 -0.9518 -0.3 -0.8 1.6
```
Positions in Å, forces in eV/Å.

Output
gap between HOMO and LUMO	9.50	eV
LUMO	0.901	eV
SMILES	O=C1CC1

***

DFT total energy values (in a.u.) by entry order: -192.0683, -1242.1048, -191.8420.
HOMO level values (in eV) by entry order: -15.816, -9.196, -8.603.
ΔE to the lowest compared entry with this formula, charge and spin values (in kcal per mole) by entry order: 11.6, 42.5, 42.7.